Computed, not measured: C26H72N6O10V2 as an isolated structure at a distorted geometry, with ωB97M-V/def2-TZVPD.

Geometry as XYZ:
```
116
Properties=species:S:1:pos:R:3:mulliken_charge:R:1
O -0.289 4.179 -0.857 -0.422
V 1.135 3.790 -0.292 0.960
O -0.831 4.826 3.906 -0.486
V -0.584 3.735 2.841 1.025
O -1.772 2.283 4.027 -0.533
H -1.160 1.535 4.170 0.119
C 0.552 -0.071 1.664 -0.543
C -0.403 0.907 0.987 0.900
O 0.004 2.257 1.084 0.148
H 1.629 0.049 1.551 -0.084
H 0.356 -1.123 1.458 0.149
H 0.423 0.069 2.737 0.357
H -1.423 0.929 1.368 0.245
H -0.470 0.691 -0.079 -0.987
C 4.865 1.436 -0.254 -1.460
C 3.678 2.311 -0.595 0.522
C 2.690 1.402 -1.300 -0.518
O 1.511 2.183 -1.649 -0.094
C 0.714 1.578 -2.715 -0.745
N 3.111 2.972 0.563 0.091
H 5.229 1.070 -1.214 0.585
H 4.636 0.555 0.345 0.166
H 5.677 2.056 0.125 0.449
H 4.062 3.127 -1.207 0.216
H 2.314 0.593 -0.673 -0.012
H 3.166 0.964 -2.177 0.736
H 0.965 2.137 -3.617 0.492
H -0.375 1.559 -2.665 -0.022
H 0.970 0.546 -2.955 0.221
H 3.151 2.377 1.378 -0.226
H 3.743 3.700 0.866 0.463
C 2.568 -3.758 -4.229 -1.381
C 3.283 -2.899 -3.268 0.734
C 2.870 -3.029 -1.826 -0.236
O 3.645 -2.271 -0.976 -0.392
C 3.289 -2.203 0.368 -0.611
N 4.696 -2.974 -3.472 -0.728
H 3.076 -3.835 -5.191 0.406
H 1.691 -3.149 -4.449 0.281
H 2.191 -4.691 -3.811 0.288
H 3.175 -1.856 -3.562 -0.088
H 2.886 -4.048 -1.439 0.491
H 1.814 -2.760 -1.796 -0.078
H 3.201 -3.184 0.835 0.553
H 2.401 -1.580 0.472 -0.010
H 4.036 -1.787 1.044 0.240
H 4.952 -2.089 -3.056 0.252
H 5.145 -3.606 -2.825 0.302
C -2.044 -2.315 3.880 -1.578
C -2.572 -0.851 3.702 2.938
C -3.955 -0.807 3.095 -0.897
O -4.384 0.533 3.045 -0.287
C -5.717 0.577 2.462 -0.841
N -2.527 -0.316 5.037 -0.674
H -1.090 -2.529 4.362 0.412
H -2.086 -2.725 2.871 0.127
H -2.696 -2.892 4.535 0.516
H -1.872 -0.493 2.947 -1.832
H -4.654 -1.474 3.599 0.516
H -3.787 -1.129 2.067 0.034
H -6.135 1.494 2.047 0.294
H -6.327 0.190 3.278 0.350
H -5.743 -0.031 1.557 0.285
H -1.615 -0.292 5.470 0.260
H -2.868 -0.989 5.709 0.327
C -4.481 0.269 -5.867 -1.412
C -4.023 1.486 -5.136 0.383
C -3.085 1.268 -3.870 -0.673
O -3.670 0.431 -2.907 -0.588
C -3.449 0.930 -1.550 -0.361
N -3.385 2.378 -6.041 -0.724
H -4.802 0.567 -6.866 0.418
H -5.239 -0.306 -5.335 0.313
H -3.704 -0.467 -6.073 0.290
H -4.947 1.997 -4.865 0.253
H -2.767 2.237 -3.486 0.579
H -2.203 0.766 -4.266 0.224
H -4.074 0.372 -0.853 0.201
H -3.748 1.976 -1.619 0.616
H -2.388 0.874 -1.307 -0.025
H -3.865 2.401 -6.929 0.287
H -2.528 1.939 -6.344 0.251
C -1.341 -2.480 -3.050 -1.021
C -2.386 -2.986 -2.203 -0.045
C -2.199 -2.644 -0.706 0.054
O -0.882 -3.022 -0.272 0.190
C -0.597 -4.343 0.149 -0.816
N -3.598 -2.522 -2.848 -0.117
H -1.539 -2.468 -4.122 0.472
H -0.371 -2.953 -2.893 0.045
H -1.272 -1.405 -2.882 -0.012
H -2.407 -4.073 -2.269 0.636
H -2.883 -3.194 -0.060 0.485
H -2.418 -1.582 -0.597 -0.319
H -1.125 -4.684 1.040 0.284
H 0.477 -4.287 0.327 0.160
H -0.799 -4.966 -0.722 0.364
H -3.539 -1.514 -2.811 0.332
H -4.302 -3.014 -2.317 0.413
C 2.516 4.597 4.871 -1.348
C 2.630 3.430 3.914 0.828
C 3.618 2.332 4.299 -0.880
O 3.515 1.391 3.262 -0.395
C 4.167 0.207 3.505 -0.618
N 1.248 2.889 3.799 0.380
H 3.488 4.804 5.318 0.390
H 1.881 4.439 5.742 0.337
H 2.159 5.544 4.467 0.400
H 2.783 3.737 2.879 -0.481
H 3.349 1.787 5.204 0.534
H 4.604 2.781 4.422 0.432
H 4.313 -0.030 4.559 0.452
H 5.124 0.251 2.985 0.249
H 3.621 -0.573 2.975 0.027
H 1.006 2.567 4.725 0.273
H 1.396 2.011 3.323 -0.404
```

The gap between HOMO and LUMO (alpha / beta) comes out at 0.1283 / 0.1037 hartree. The calculation puts the highest occupied orbital energy (alpha / beta) at -14.722 / -14.754 eV. The charge is +3. The LUMO energy (alpha / beta) is -11.23 / -11.93 eV. As for the expectation value of S²: 3.914. For the calculated total energy, the calculation gives -4001.43800 a.u. The spin multiplicity is 4.

Computed, not measured: a 11-piece molecular cluster, C26H73N7O11 overall at a distorted geometry, with ωB97M-V/def2-TZVPD.

Geometry as XYZ:
```
117
Properties=species:S:1:pos:R:3:mulliken_charge:R:1
C -5.870 -0.454 2.752 -1.714
C -4.611 0.356 2.530 1.703
C -4.987 1.843 2.702 -1.780
C -3.466 0.071 3.477 -1.573
C -2.773 -1.309 3.293 -0.653
C -2.261 -1.378 1.867 -0.564
C -3.301 -1.021 0.841 2.276
C -2.532 -0.628 -0.482 -1.678
C -4.191 -2.198 0.556 -1.994
N -3.919 0.284 1.202 1.116
O -4.973 0.557 0.192 -0.651
H -6.319 -0.021 3.680 0.409
H -6.534 -0.351 1.892 0.401
H -5.741 -1.547 2.786 0.256
H -5.146 2.049 3.783 0.436
H -4.176 2.532 2.439 0.271
H -5.910 2.087 2.157 0.348
H -2.763 0.870 3.194 0.300
H -3.685 0.154 4.511 0.539
H -1.899 -1.381 3.971 0.465
H -3.505 -2.114 3.509 0.305
H -1.828 -2.342 1.551 -0.190
H -1.462 -0.683 1.774 -0.093
H -1.933 -1.454 -0.856 0.293
H -1.830 0.170 -0.272 0.055
H -3.213 -0.292 -1.302 0.496
H -5.105 -1.982 -0.005 0.399
H -4.504 -2.731 1.431 0.386
H -3.627 -2.946 -0.027 0.383
H -4.643 1.290 -0.315 0.222
N -2.388 3.033 0.365 0.082
C -2.938 3.880 -0.529 0.509
N -4.352 3.991 -0.632 -0.305
O -2.199 4.615 -1.228 -0.803
H -1.346 3.034 0.372 -0.261
H -2.824 2.203 0.684 0.168
H -4.950 3.713 0.126 0.169
H -4.747 4.577 -1.319 0.231
N 1.785 4.688 2.957 -0.433
C 1.511 3.315 3.008 0.607
N 2.498 2.435 3.439 -0.315
O 0.356 2.971 2.783 -0.646
H 2.667 5.082 3.181 0.161
H 0.908 5.221 2.855 0.258
H 3.459 2.686 3.200 0.227
H 2.165 1.515 3.360 0.156
N 0.735 0.961 0.784 0.912
C 1.108 0.197 -0.234 -0.159
N 1.357 0.890 -1.330 0.125
O 1.119 -1.041 -0.170 0.178
H 0.770 2.007 0.811 -0.386
H 0.782 0.515 1.688 0.014
H 1.530 0.345 -2.165 0.165
H 1.016 1.882 -1.300 -0.260
C -0.035 -4.291 -0.304 -0.174
C -0.163 -4.600 -1.847 -0.568
O -0.534 -3.427 -2.597 -0.517
H 0.571 -3.413 -0.162 -0.371
H 0.442 -5.154 0.194 0.466
H -1.034 -4.158 0.130 0.215
H -1.036 -5.217 -2.088 0.406
H 0.769 -5.070 -2.222 0.203
H 0.158 -2.784 -2.379 0.241
C 2.069 -3.610 3.322 -1.343
C 1.039 -2.540 3.393 0.174
O 1.504 -1.383 2.699 0.071
H 1.792 -4.489 3.899 0.445
H 3.033 -3.334 3.675 0.412
H 2.212 -3.973 2.330 0.159
H 0.791 -2.235 4.433 0.369
H 0.032 -2.945 2.981 -0.042
H 1.093 -1.348 1.815 -0.438
C -2.151 2.117 -4.167 -0.665
C -0.660 2.322 -4.565 0.297
O -0.214 1.558 -5.703 -0.553
H -2.260 1.197 -3.608 0.048
H -2.896 2.197 -4.954 0.387
H -2.307 2.937 -3.508 0.154
H -0.017 2.004 -3.678 -0.281
H -0.450 3.359 -4.759 0.362
H 0.066 0.748 -5.321 0.244
C 2.594 4.587 -1.587 -1.223
C 1.058 4.878 -1.727 -0.161
O 0.419 3.695 -1.176 -0.405
H 3.183 5.347 -1.997 0.508
H 2.830 3.648 -2.084 0.293
H 2.877 4.452 -0.539 0.187
H 0.900 5.064 -2.802 0.291
H 0.783 5.708 -1.060 0.268
H -0.489 4.025 -1.273 0.151
C 5.273 -3.845 -0.567 -1.613
C 3.850 -3.454 -0.319 0.797
O 3.609 -2.319 -1.160 -0.792
H 5.883 -2.993 -0.316 0.317
H 5.418 -3.905 -1.645 0.361
H 5.675 -4.700 0.004 0.364
H 3.650 -3.179 0.698 -0.193
H 3.202 -4.274 -0.648 0.173
H 2.933 -1.842 -0.687 0.107
C 2.050 -1.152 -5.773 -1.136
C 2.974 -1.854 -4.758 -0.226
O 2.415 -1.866 -3.470 -0.090
H 1.043 -1.642 -5.800 0.278
H 2.514 -1.364 -6.742 0.420
H 1.983 -0.107 -5.498 0.233
H 4.022 -1.439 -4.771 0.325
H 2.939 -2.838 -5.232 0.280
H 2.953 -2.292 -2.771 0.217
C 4.929 0.554 0.794 -1.335
C 4.260 -0.605 1.544 1.095
O 3.892 -0.126 2.863 -0.625
H 5.649 1.061 1.461 0.363
H 4.158 1.184 0.354 0.199
H 5.552 0.124 0.001 0.358
H 5.129 -1.299 1.717 0.288
H 3.389 -1.068 1.089 -0.586
H 3.370 -0.776 3.333 0.244
```

The gap between HOMO and LUMO comes out at 0.3658 hartree. The calculation puts the highest occupied orbital energy at -9.383 eV. The charge is 0. The LUMO energy is 0.57 eV. For the calculated total energy, the calculation gives -2245.37135 a.u.

Computed, not measured: a 9-piece molecular cluster, C26H74N4O9 overall at a distorted geometry, with ωB97M-V/def2-TZVPD.

Geometry as XYZ:
```
113
Properties=species:S:1:pos:R:3:mulliken_charge:R:1
C -15.143 14.367 8.999 -0.747
O -15.873 14.191 7.753 -0.290
C -17.039 14.969 7.594 -0.646
C -17.689 14.706 6.180 0.384
C -16.751 15.038 5.003 -1.457
N -18.836 15.590 6.059 -0.764
H -14.818 15.401 9.114 0.306
H -14.267 13.718 9.006 0.261
H -15.625 14.064 9.928 0.295
H -17.764 14.703 8.363 0.345
H -16.799 16.029 7.666 0.298
H -17.962 13.653 6.117 0.327
H -16.215 15.985 5.059 0.347
H -17.283 15.068 4.053 0.420
H -15.974 14.278 4.920 0.342
H -19.316 15.386 5.194 0.277
H -18.428 16.482 5.816 0.302
C -6.370 8.733 23.679 -0.779
O -6.442 8.740 22.295 -0.214
C -6.449 7.405 21.771 -0.859
C -6.886 7.502 20.214 0.534
C -5.923 8.116 19.266 -1.436
N -8.172 8.173 20.102 -0.744
H -5.457 8.230 23.999 0.302
H -7.218 8.197 24.104 0.319
H -6.387 9.775 23.997 0.223
H -5.419 7.058 21.845 0.394
H -7.116 6.729 22.308 0.415
H -7.005 6.491 19.824 0.324
H -6.292 8.117 18.241 0.369
H -5.005 7.536 19.174 0.370
H -5.738 9.166 19.492 0.237
H -8.178 9.090 20.526 0.286
H -8.813 7.729 20.744 0.258
C -19.427 8.442 19.024 -0.752
O -20.742 8.555 19.567 -0.289
C -20.914 8.515 20.960 -0.650
C -22.365 8.247 21.316 0.410
C -23.276 9.424 20.915 -1.329
N -22.621 7.984 22.723 -0.719
H -19.476 8.284 17.946 0.255
H -18.805 7.633 19.406 0.309
H -18.832 9.322 19.263 0.304
H -20.335 7.684 21.364 0.357
H -20.607 9.441 21.445 0.309
H -22.664 7.327 20.814 0.208
H -24.308 9.208 21.189 0.386
H -23.163 9.663 19.857 0.341
H -23.052 10.317 21.499 0.319
H -23.615 8.131 22.822 0.273
H -22.156 8.698 23.265 0.269
C -0.832 12.697 21.938 -0.737
O -1.621 13.556 21.136 -0.357
C -2.993 13.534 21.595 -0.602
C -3.866 14.601 20.901 0.359
C -5.266 14.825 21.538 -1.374
N -4.184 14.339 19.495 -0.726
H -1.275 11.735 22.195 0.302
H -0.477 13.220 22.825 0.286
H 0.118 12.517 21.435 0.284
H -3.428 12.550 21.419 0.226
H -3.023 13.626 22.680 0.430
H -3.345 15.557 20.937 0.305
H -5.899 15.446 20.904 0.391
H -5.199 15.348 22.492 0.375
H -5.696 13.830 21.652 0.297
H -3.330 13.959 19.111 0.283
H -4.799 13.539 19.516 0.261
C -10.883 11.933 15.447 -0.907
C -11.737 10.674 15.359 -0.249
O -10.817 9.731 14.856 -0.521
H -10.535 12.335 14.496 0.253
H -9.988 11.629 15.990 0.270
H -11.347 12.682 16.088 0.322
H -12.574 10.963 14.723 0.272
H -12.145 10.339 16.313 0.255
H -10.249 9.494 15.593 0.303
C -5.701 12.579 10.791 -0.996
C -5.078 11.950 12.066 -0.195
O -3.768 12.420 12.125 -0.516
H -5.759 13.647 11.002 0.262
H -6.724 12.225 10.661 0.332
H -5.092 12.443 9.897 0.283
H -5.053 10.863 11.984 0.241
H -5.545 12.161 13.028 0.293
H -3.433 12.268 13.011 0.297
C -12.767 3.253 16.987 -0.941
C -11.650 2.285 16.684 -0.231
O -11.951 0.999 17.044 -0.494
H -13.669 2.917 16.475 0.297
H -12.540 4.256 16.627 0.300
H -13.034 3.357 18.039 0.268
H -10.873 2.621 17.370 0.216
H -11.267 2.405 15.671 0.279
H -12.712 0.677 16.556 0.306
C -15.225 6.151 11.805 -0.942
C -13.851 6.011 11.142 -0.197
O -13.349 7.263 10.977 -0.515
H -15.083 6.442 12.846 0.258
H -15.769 5.215 11.931 0.331
H -15.868 6.896 11.336 0.277
H -14.009 5.555 10.164 0.223
H -13.116 5.428 11.698 0.258
H -12.805 7.515 11.727 0.308
C -13.803 19.052 14.182 -1.080
C -12.446 18.686 14.653 -0.132
O -11.556 19.008 13.577 -0.508
H -13.964 20.114 13.992 0.282
H -14.556 18.762 14.914 0.345
H -14.069 18.538 13.259 0.281
H -12.387 17.647 14.975 0.272
H -12.179 19.242 15.552 0.239
H -10.803 18.449 13.783 0.301
```

The gap between HOMO and LUMO comes out at 0.3530 hartree. The energy above the lowest of the compared OMol25 structures with the same formula, charge and spin comes out at 92.9 kcal/mol. The calculation puts the highest occupied orbital energy at -9.358 eV. The charge is 0. The LUMO energy is 0.25 eV. For the calculated total energy, the calculation gives -1930.94929 a.u.

Computed, not measured: a 11-piece molecular cluster, C26H74O18 overall at a distorted geometry, with ωB97M-V/def2-TZVPD.

Geometry as XYZ:
```
118
Properties=species:S:1:pos:R:3:mulliken_charge:R:1
C 1.586 1.411 -5.403 -1.551
C 0.907 2.028 -4.200 1.336
C 1.692 2.012 -2.939 0.065
O 0.565 3.447 -4.505 -0.644
H 2.207 2.225 -5.781 0.424
H 0.946 1.130 -6.236 0.360
H 2.242 0.569 -5.163 0.276
H 0.031 1.395 -3.994 -0.358
H 1.083 2.558 -2.222 -0.455
H 2.551 2.667 -3.108 0.343
H 1.895 1.021 -2.523 -0.108
H 0.008 3.797 -3.781 0.334
C -4.495 -4.396 0.259 -1.464
C -3.171 -4.480 -0.520 0.585
C -2.198 -3.432 -0.066 -0.284
O -2.600 -5.767 -0.235 -0.578
H -5.178 -5.142 -0.149 0.469
H -4.924 -3.429 0.015 0.330
H -4.356 -4.538 1.334 0.339
H -3.295 -4.382 -1.607 0.119
H -1.921 -3.573 0.979 0.584
H -2.604 -2.450 -0.318 -0.028
H -1.262 -3.532 -0.621 -0.425
H -3.255 -6.463 -0.146 0.327
C -1.538 5.777 2.203 -1.342
C -1.192 5.166 0.841 0.406
C -0.065 4.193 0.895 -0.076
O -2.372 4.579 0.290 -0.531
H -0.736 6.343 2.677 0.422
H -1.812 4.989 2.914 0.004
H -2.390 6.455 2.180 0.355
H -0.897 5.991 0.185 0.382
H -0.252 3.548 1.759 -0.190
H 0.890 4.711 0.867 0.452
H -0.149 3.593 -0.013 -0.269
H -2.823 4.009 0.955 0.413
C 1.474 0.542 0.683 -0.397
C 0.258 -0.248 0.335 1.064
C -1.035 0.554 0.187 -0.244
O 0.436 -0.896 -0.938 0.695
H 1.730 1.078 -0.238 -0.010
H 2.296 -0.153 0.792 -0.617
H 1.427 1.197 1.562 0.194
H 0.142 -0.974 1.151 0.014
H -1.007 1.188 -0.707 -0.424
H -1.115 1.192 1.072 -0.073
H -1.915 -0.089 0.101 0.242
H 1.277 -1.393 -0.964 -0.346
O -5.602 1.299 3.779 -0.507
C -5.157 2.613 4.192 -0.574
C -3.726 2.801 3.736 -0.118
O -3.598 2.922 2.299 -0.400
H -6.055 0.869 4.507 0.291
H -5.855 3.379 3.853 0.298
H -5.006 2.766 5.266 0.366
H -3.042 2.088 4.208 0.042
H -3.405 3.813 3.958 0.326
H -3.882 2.118 1.850 0.210
O 6.989 -2.781 0.645 -0.605
C 6.579 -2.473 -0.697 -0.265
C 6.216 -1.011 -0.845 -0.546
O 5.023 -0.711 -0.133 -0.364
H 6.283 -3.231 1.156 0.405
H 7.395 -2.539 -1.422 0.346
H 5.768 -3.116 -1.044 0.123
H 6.088 -0.691 -1.889 0.375
H 7.067 -0.493 -0.411 0.345
H 4.885 0.242 -0.161 0.210
O -1.534 3.773 -2.422 -0.345
C -2.791 3.472 -2.936 -0.470
C -3.319 2.230 -2.272 0.723
O -4.435 1.609 -2.981 -0.629
H -1.665 4.064 -1.485 0.175
H -3.482 4.290 -2.696 0.292
H -2.805 3.333 -4.019 0.321
H -3.524 2.253 -1.206 0.044
H -2.546 1.455 -2.333 -0.370
H -5.235 2.064 -2.702 0.300
O 3.038 -2.288 -0.724 -0.178
C 3.085 -2.919 -2.026 -0.158
C 2.442 -4.230 -1.950 -0.514
O 3.250 -5.213 -1.247 -0.593
H 3.749 -1.581 -0.624 0.021
H 2.461 -2.305 -2.695 0.086
H 4.102 -3.077 -2.393 0.497
H 2.370 -4.462 -3.011 0.461
H 1.448 -4.074 -1.501 0.088
H 2.936 -5.222 -0.341 0.335
O -1.993 -3.651 -3.577 -0.614
C -1.649 -2.190 -3.594 0.204
C -2.840 -1.409 -3.942 -0.431
O -3.797 -1.265 -2.850 -0.567
H -1.306 -4.142 -3.111 0.277
H -1.327 -1.743 -2.641 -0.079
H -0.902 -1.991 -4.376 0.342
H -3.278 -1.841 -4.848 0.334
H -2.440 -0.413 -4.149 0.190
H -4.143 -0.355 -2.896 0.266
O 4.843 -3.971 2.064 -0.617
C 4.451 -3.054 3.145 -0.648
C 3.466 -1.940 2.665 0.218
O 2.385 -2.428 1.922 -0.453
H 4.024 -4.298 1.668 0.271
H 3.998 -3.616 3.966 0.307
H 5.396 -2.666 3.526 0.395
H 4.029 -1.188 2.099 0.090
H 3.062 -1.481 3.574 0.124
H 2.650 -2.492 0.984 0.208
O 1.885 1.241 4.464 -0.609
C 0.550 0.755 4.408 0.538
C -0.253 1.009 5.644 -0.659
O -0.654 2.328 5.903 -0.487
H 2.488 0.763 5.041 0.320
H 0.113 1.344 3.600 -0.323
H 0.472 -0.308 4.144 0.242
H 0.271 0.536 6.487 0.410
H -1.207 0.512 5.475 0.299
H 0.107 2.888 6.066 0.283
```

The gap between HOMO and LUMO comes out at 0.3627 hartree. The energy above the lowest of the compared OMol25 structures with the same formula, charge and spin comes out at 28.2 kcal/mol. The calculation puts the highest occupied orbital energy at -9.615 eV. The charge is 0. The LUMO energy is 0.25 eV. For the calculated total energy, the calculation gives -2389.18699 a.u.